No. 1
# C12H14BaF14N2O14PS4

A structure of composition C12H14BaF14N2O14PS4 (ωB97M-V/def2-TZVPD, the Open Molecules 2025 dataset).

Results
Orbital gap in eV: 7.9
Energy above the lowest of the compared OMol25 structures with the same formula, charge and spin in kcal/mol: 41.99
DFT total energy in eV: -135693.2467
Total charge: -1

Each line ends with the Löwdin charge.
Positions of all 62 atoms, in Å:
Ba: -0.7077 0.2615 -0.1519  2.05
P: -1.0978 -2.7340 1.8640  0.15
F: -2.1377 -1.8762 0.9169  -0.29
F: -0.2586 -2.9367 0.4846  -0.17
F: -0.2244 -1.3950 2.1494  -0.24
F: -0.1183 -3.5715 2.8006  -0.12
F: -2.0002 -2.3003 3.1598  -0.17
F: -2.0838 -3.9852 1.6713  -0.13
C: 1.8961 -0.7481 -3.1395  -0.68
F: 2.0126 0.3774 -2.4160  0.10
F: 2.7767 -0.6610 -4.1314  0.15
F: 2.1749 -1.8194 -2.4357  0.17
S: 0.1899 -0.7384 -3.9339  0.64
O: 0.1263 0.4872 -4.6598  -0.26
O: 0.1676 -1.9760 -4.6597  -0.27
N: -0.7758 -0.7723 -2.5377  -0.51
S: -2.2765 -0.9638 -3.0190  0.55
O: -3.1704 -0.3201 -2.0498  -0.34
O: -2.5240 -0.6416 -4.3957  -0.28
C: -2.5119 -2.8328 -2.8603  -0.66
F: -1.5434 -3.5102 -3.4153  0.17
F: -2.6154 -3.0858 -1.5492  0.12
F: -3.6909 -3.1979 -3.3914  0.13
N: 0.5990 1.8200 1.5353  -0.45
S: 1.4560 3.0266 1.1068  0.42
O: 2.6197 3.4049 1.8100  -0.21
O: 0.7552 3.9471 0.2431  -0.26
F: 2.1805 2.1763 -0.1033  -0.24
S: -0.1657 2.7483 2.7793  0.55
O: -1.2548 3.6016 2.4087  -0.24
O: 0.6685 3.1741 3.8590  -0.23
F: -0.9362 1.5102 3.4134  -0.17
C: -0.9985 3.2974 -2.1878  -0.07
O: -1.7042 2.6000 -1.1644  -0.37
C: -2.6679 3.3748 -0.4793  -0.20
C: -3.5992 2.5260 0.3684  -0.20
O: -2.9302 1.5111 1.0961  -0.33
C: -3.8990 0.6607 1.7288  -0.06
H: -0.1832 2.7185 -2.6155  0.09
H: -0.5392 4.1789 -1.7365  0.08
H: -1.7309 3.5801 -2.9444  0.10
H: -3.2925 3.8758 -1.2372  0.13
H: -2.1591 4.2111 0.0111  0.12
H: -4.3996 2.1319 -0.2571  0.13
H: -3.9370 3.2867 1.0878  0.14
H: -4.2334 1.1917 2.6295  0.10
H: -3.3964 -0.2474 2.0516  0.07
H: -4.7713 0.4741 1.1029  0.10
C: 3.6436 -2.4144 0.3123  0.08
C: 4.7034 -2.9227 0.9194  -0.22
C: 5.3281 -2.3145 2.1544  -0.33
O: 6.4313 -2.6018 2.5576  0.12
C: 4.5082 -1.2680 2.7311  0.07
C: 3.4390 -0.7453 2.1028  -0.21
C: 2.8680 -1.2940 0.8344  -0.28
O: 1.9267 -0.8229 0.2334  -0.02
O: 2.8176 0.3038 2.6337  0.11
O: 5.2799 -4.0430 0.4440  0.10
H: 3.3275 -2.9299 -0.5873  0.13
H: 4.7652 -0.8398 3.6910  0.14
H: 2.0674 0.5648 2.0674  0.05
H: 5.8064 -4.5126 1.0993  0.12



No. 2
# C15H29Cl2FeN2OP

A structure of composition C15H29Cl2FeN2OP (ωB97M-V/def2-TZVPD, the Open Molecules 2025 dataset).

Results
2S+1: 6
Orbital gap (spin up / spin down) in eV: 4.5 / 7.6
DFT total energy in eV: -89776.4566
⟨S²⟩: 8.78
Total charge: -1

Each line ends with the Löwdin spin population.
Positions of all 51 atoms, in Å:
Fe: -0.0566 0.0732 1.7025  3.56
Cl: 1.9933 -0.4601 1.5027  0.14
Cl: -1.6430 0.1365 0.2457  0.15
H: -0.2242 1.8158 1.9950  0.01
H: 0.5356 1.7607 1.7248  0.02
P: 0.1604 -0.0041 -2.0691  0.00
C: 1.8541 -0.5908 -2.6428  0.00
C: -0.9753 -0.8648 -3.3254  0.00
C: 0.1484 1.7738 -2.7242  0.00
C: 2.3874 -1.7338 -1.7772  0.00
H: 2.4805 0.3010 -2.4616  0.00
C: 1.9338 -0.9959 -4.1127  0.00
H: 1.4031 -1.9411 -4.2850  0.00
H: 2.9901 -1.1550 -4.3711  0.00
H: 1.5418 -0.2290 -4.7881  0.00
H: 2.3173 -1.4970 -0.7087  0.00
H: 3.4514 -1.8821 -2.0146  0.00
H: 1.8643 -2.6802 -1.9736  0.00
H: 1.1111 2.1473 -2.3306  0.00
C: -0.9619 2.6355 -2.1055  0.00
C: 0.1611 1.8897 -4.2551  0.00
H: 1.1676 1.7398 -4.6548  0.00
H: -0.1528 2.8977 -4.5585  0.00
H: -0.5290 1.1819 -4.7331  0.00
H: -0.9023 2.6458 -1.0116  0.00
H: -1.9668 2.3043 -2.3967  0.00
H: -0.8373 3.6707 -2.4563  0.00
C: -1.0325 -2.3681 -3.0333  0.00
H: -0.5689 -0.7252 -4.3406  0.00
C: -2.3830 -0.2632 -3.2585  0.00
H: -0.0809 -2.8730 -3.2303  0.00
H: -1.7569 -2.8427 -3.7121  0.00
H: -1.3280 -2.5492 -1.9897  0.00
H: -2.7191 -0.1971 -2.2126  0.00
H: -3.0828 -0.8860 -3.8342  0.00
H: -2.4329 0.7315 -3.7107  0.00
N: 0.0176 1.2696 8.1160  0.01
C: -0.0372 1.5419 6.7662  0.05
O: 0.0062 2.6970 6.3608  0.07
C: -0.1893 0.3862 5.8082  0.13
C: -0.2808 -0.9370 6.2422  0.27
C: -0.5238 -1.9553 5.3137  0.04
C: -0.6100 -1.6540 3.9510  0.25
N: -0.4780 -0.3673 3.5273  0.22
C: -0.2679 0.6287 4.4354  0.02
H: 0.1134 2.0552 8.7420  0.00
H: 0.0828 0.3435 8.5143  0.00
H: -0.1616 -1.1842 7.2974  0.02
H: -0.6238 -2.9848 5.6411  0.00
H: -0.7604 -2.4235 3.1911  0.02
H: -0.1542 1.6167 4.0012  0.00



No. 3
# C8H7F3N2

A cluster of 2 separate species, C8H7F3N2 in total (ωB97M-V/def2-TZVPD, the Open Molecules 2025 dataset).

Results
Orbital gap in eV: 9.4
Energy above the lowest of the compared OMol25 structures with the same formula, charge and spin in kcal/mol: 74.50
DFT total energy in eV: -19537.8426
Total charge: 0

Each line ends with the Löwdin charge.
Positions of all 20 atoms, in Å:
C: 1.7119 -1.2680 0.3979  -0.07
C: 1.1108 -1.4913 -0.8422  -0.04
C: 1.3240 -0.2275 1.2799  -0.05
C: -0.1991 -0.9747 -0.9888  -0.01
C: 0.1813 0.4202 0.9694  -0.02
C: -0.6437 -0.0231 -0.0934  -0.19
C: -1.8460 0.7586 -0.2017  -0.34
C: -3.4578 -0.4849 0.4560  -0.47
N: -2.4019 1.5130 -1.2607  0.05
N: -1.9368 2.1103 0.0018  0.07
F: -2.7906 -1.6161 0.5877  0.13
F: -3.9130 0.0493 1.5638  0.15
F: -4.4636 -0.7064 -0.4290  0.11
H: 2.6267 -1.8181 0.6217  0.10
H: 1.5026 -2.2317 -1.5111  0.10
H: 1.9941 -0.2055 2.0651  0.08
H: -0.7854 -1.2197 -1.7584  0.08
H: -0.1268 1.1839 1.5506  0.08
H: -1.6724 1.8035 -1.9957  0.14
H: -2.8071 2.4030 0.4184  0.10



No. 4
# C5H23NO8

A cluster of 7 separate species, C5H23NO8 in total (ωB97M-V/def2-TZVPD, the Open Molecules 2025 dataset).

Results
Orbital gap in eV: 9.7
Energy above the lowest of the compared OMol25 structures with the same formula, charge and spin in kcal/mol: 53.04
DFT total energy in eV: -23427.7352
Total charge: 0

Each line ends with the Löwdin charge.
Positions of all 37 atoms, in Å:
C: -2.3231 -0.1777 -3.4507  -0.09
C: -1.4400 0.6453 -2.4889  -0.22
C: -2.1433 0.7229 -1.1149  -0.14
C: -1.2392 0.9224 0.1727  -0.27
N: -1.8009 0.0845 1.2092  0.04
C: 0.2599 0.5127 -0.1691  -0.44
O: 1.1157 1.1096 -0.7693  0.09
O: 0.5055 -0.7039 0.3751  0.08
H: -2.4288 0.3333 -4.3919  0.06
H: -3.3396 -0.3036 -3.0839  0.07
H: -1.8986 -1.1786 -3.5325  0.07
H: -1.3821 1.6816 -2.8176  0.11
H: -0.4055 0.3523 -2.4453  0.06
H: -2.6397 -0.2027 -0.8386  0.11
H: -2.8015 1.5831 -1.1110  0.10
H: -1.2541 1.9413 0.5314  0.14
H: -1.2467 0.2642 2.0425  0.07
H: -1.6249 -0.9008 1.0517  0.09
H: 1.0776 -1.3297 -0.0796  0.11
O: 0.7928 -0.8984 3.2500  -0.05
H: 0.8766 0.0523 3.3701  -0.01
H: 0.5694 -1.3360 4.0748  0.05
O: 1.6930 2.0017 3.6869  -0.04
H: 2.2917 2.6002 3.2381  0.05
H: 2.1674 1.3216 4.1681  0.04
O: 1.8123 -0.7391 -2.9091  -0.06
H: 2.0809 -0.1509 -3.6144  0.04
H: 1.5916 -0.1969 -2.1364  -0.02
O: 0.8198 -4.2818 0.3416  -0.05
H: 0.6063 -4.8301 -0.4151  0.04
H: 1.5924 -3.7412 0.1809  0.02
O: 4.9381 -0.5637 -0.2507  -0.06
H: 4.1876 -1.1626 -0.1642  0.02
H: 4.8399 -0.0085 0.5347  0.03
O: -4.2351 2.2391 0.9697  -0.06
H: -3.6302 1.5467 0.6845  -0.02
H: -4.1949 2.2795 1.9306  0.04



No. 5
# C5H8ClN

A cluster of 2 separate species, C5H8ClN in total (ωB97M-V/def2-TZVPD, the Open Molecules 2025 dataset).

Results
Orbital gap in eV: 10.5
Energy above the lowest of the compared OMol25 structures with the same formula, charge and spin in kcal/mol: 37.70
DFT total energy in eV: -19325.3164
Total charge: 0

Each line ends with the Löwdin charge.
Positions of all 15 atoms, in Å:
C: -0.2199 0.2427 1.9950  0.08
C: 0.3662 0.3315 0.8282  -0.36
C: 1.6324 -0.1979 0.6788  -0.14
N: 2.7209 -0.4364 0.3702  0.16
C: -0.4890 0.8959 -0.2956  -0.21
C: -1.4432 -0.2612 -0.7694  -0.08
H: 0.2887 -0.0582 2.8556  0.06
H: -1.2482 0.7184 2.2230  0.12
H: -1.0333 1.7322 0.0080  0.08
H: 0.3334 1.1171 -1.1264  0.15
H: -1.6310 -0.1764 -1.8640  0.08
H: -2.2758 -0.2436 0.0198  0.10
H: -0.7144 -1.0795 -0.6377  0.07
Cl: 4.0531 -2.0657 -1.7997  0.13
H: 3.6325 -1.0338 -0.9575  -0.24



No. 6
# C44H31ClF3KN6O4S2

A structure of composition C44H31ClF3KN6O4S2 (ωB97M-V/def2-TZVPD, the Open Molecules 2025 dataset).

Results
Orbital gap in eV: 6.1
Energy above the lowest of the compared OMol25 structures with the same formula, charge and spin in kcal/mol: 0.00
DFT total energy in eV: -121938.4174
Total charge: -2

Each line ends with the Löwdin charge.
Positions of all 92 atoms, in Å:
K: -1.1335 0.2209 0.0382  0.72
C: 2.4956 1.0871 -3.1235  -0.06
C: 2.6342 -0.0234 -3.9385  -0.08
C: 2.1437 -1.2437 -3.5049  -0.03
C: 1.5273 -1.3138 -2.2568  -0.22
N: 1.3996 -0.2446 -1.4731  0.11
C: 1.8654 0.9263 -1.8969  -0.13
C: 0.9513 -2.5928 -1.7490  -0.22
C: 1.5495 -3.8129 -2.0415  -0.03
C: 0.9627 -4.9665 -1.5461  -0.05
C: -0.1998 -4.8698 -0.8062  -0.02
C: -0.7358 -3.6026 -0.5695  -0.20
N: -0.1552 -2.4915 -1.0185  0.16
C: -2.0139 -3.4398 0.1863  -0.21
C: -2.5700 -4.4876 0.9181  -0.02
C: -3.7839 -4.2688 1.5442  -0.06
C: -4.4031 -3.0357 1.4228  -0.07
C: -3.7654 -2.0414 0.6930  -0.12
N: -2.5922 -2.2395 0.0969  0.07
H: 2.8494 2.0642 -3.4243  0.10
H: 3.1055 0.0600 -4.9108  0.10
H: 2.2049 -2.1243 -4.1303  0.10
H: 1.7158 1.7618 -1.2233  0.09
H: 2.4664 -3.8504 -2.6151  0.10
H: 1.4125 -5.9361 -1.7182  0.11
H: -0.6535 -5.7575 -0.3902  0.07
H: -2.0573 -5.4337 1.0378  0.04
H: -4.2352 -5.0623 2.1279  0.10
H: -5.3588 -2.8347 1.8900  0.09
H: -4.1927 -1.0518 0.5660  0.09
Cl: -5.3244 6.4929 -1.6361  0.56
C: -4.8490 4.8432 -1.2498  -0.69
C: -3.8948 4.6160 -0.2414  -0.12
C: -3.5142 3.3429 0.0670  -0.02
C: -4.0313 2.1774 -0.6177  -0.41
O: -3.6315 1.0218 -0.3330  -0.14
C: -4.9926 2.4653 -1.6610  -0.15
C: -5.5599 1.4560 -2.5413  -0.28
O: -5.3183 0.2680 -2.6098  0.01
C: -5.3787 3.7892 -1.9361  -0.12
H: -3.4510 5.4581 0.2772  0.10
H: -2.7614 3.1701 0.8289  0.11
H: -6.3148 1.8896 -3.2455  0.10
H: -6.1043 3.9656 -2.7245  0.10
F: 1.4905 -7.8893 5.8792  0.07
C: 0.7797 -7.9644 4.7109  -0.60
F: 1.2981 -9.0183 4.0552  0.10
F: -0.4664 -8.3109 5.0860  0.10
C: 0.8434 -6.6762 3.9479  -0.16
C: 1.5618 -5.6257 4.4916  -0.04
C: 1.6394 -4.4105 3.8262  -0.09
C: 0.9633 -4.3223 2.6217  -0.15
N: 0.2756 -5.3124 2.0746  0.02
C: 0.1811 -6.5174 2.6928  -0.77
S: -0.7123 -7.7470 1.9024  0.46
H: 2.0575 -5.7597 5.4432  0.11
H: 2.1838 -3.5685 4.2292  0.09
H: 0.9705 -3.4069 2.0304  0.11
C: 6.8663 2.0288 0.5568  -0.07
C: 5.4221 2.0817 0.9808  -0.29
C: 4.5807 0.9903 0.7723  -0.04
C: 3.2426 1.0449 1.1230  -0.06
C: 2.7243 2.2015 1.6929  -0.26
C: 3.5505 3.2897 1.9237  -0.06
C: 4.8915 3.2252 1.5660  -0.05
S: 0.9737 2.2814 2.0321  0.55
O: 0.6012 0.9407 2.4385  -0.36
O: 0.8033 3.3354 3.0140  -0.33
N: 0.3116 2.5308 0.6313  -0.18
C: 0.2106 3.7475 0.0135  -0.28
C: 0.6742 4.9726 0.4714  -0.04
C: 0.4553 6.1616 -0.2494  -0.10
C: -0.2375 6.1743 -1.4264  -0.08
C: -0.7365 4.9515 -1.9371  -0.17
C: -1.5322 4.8933 -3.1046  -0.03
C: -2.0246 3.6966 -3.5327  -0.05
C: -1.6946 2.5377 -2.7989  -0.13
N: -0.9584 2.5506 -1.7202  0.10
C: -0.4923 3.7397 -1.2548  -0.17
H: 7.2656 1.0175 0.6408  0.07
H: 7.4824 2.6914 1.1661  0.07
H: 6.9780 2.3397 -0.4852  0.08
H: 4.9785 0.0849 0.3265  0.11
H: 2.5876 0.2000 0.9531  0.11
H: 3.1411 4.1719 2.3973  0.10
H: 5.5352 4.0791 1.7495  0.10
H: 1.1610 5.0241 1.4335  0.08
H: 0.8310 7.0908 0.1652  0.09
H: -0.4375 7.0948 -1.9621  0.10
H: -1.7673 5.8163 -3.6237  0.11
H: -2.6674 3.6178 -4.3995  0.10
H: -2.0929 1.5742 -3.1066  0.12